Below is one molecule with the formula C5H8FNO9S2, with properties calculated with ωB97M-V/def2-TZVPD.

The strongest force on any atom comes out at 0.8 eV/Å. As for the SMILES: N[C@]1(O)OS(=O)(=O)O[C@@]1(CCOC=O)S(=O)(=O)F. The calculation puts the HOMO energy at -0.41896 Ha. For the HOMO-LUMO gap, the calculation gives 11.56 eV. As for the energy relative to the best compared isomer or geometry (same formula, charge and spin): 0.0 kcal/mol.

Each line ends with the Löwdin charge.
Positions of all 26 atoms, in Å:
N: -1.0792 0.4065 1.6553  0.16
C: -1.4543 0.6472 0.2986  -0.59
O: -1.6543 1.9726 0.0912  0.12
O: -2.6803 -0.1150 -0.0164  -0.12
S: -2.2595 -1.6517 -0.0696  0.63
O: -2.9742 -2.2954 -1.0980  -0.18
O: -2.2073 -2.2149 1.2304  -0.21
O: -0.7218 -1.3831 -0.5348  -0.14
C: -0.4802 0.0172 -0.7174  -0.39
C: 0.9765 0.4492 -0.6419  -0.07
C: 1.7196 -0.0446 0.5911  -0.18
O: 3.1121 0.0474 0.2949  -0.04
C: 3.9018 -0.2227 1.3821  -0.33
O: 4.5752 0.5976 1.9165  0.13
S: -0.8748 0.3585 -2.5130  0.68
O: -0.1826 -0.6361 -3.2462  -0.21
O: -0.6921 1.7379 -2.7746  -0.21
F: -2.3882 0.0474 -2.6377  -0.10
H: -1.9101 0.3092 2.2251  0.12
H: -0.4767 -0.3906 1.7903  0.08
H: -1.4938 2.4081 0.9355  0.13
H: 1.5072 0.1591 -1.5468  0.14
H: 0.9393 1.5396 -0.6134  0.15
H: 1.4952 0.6060 1.4400  0.13
H: 1.4351 -1.0656 0.8747  0.13
H: 3.8673 -1.2837 1.6842  0.15

Force components x, y, z for each atom (eV/Å):
0.4 0.5 -0.1
0.4 0.0 0.3
-0.5 -0.1 -0.4
0.1 -0.2 0.2
-0.1 0.0 -0.1
-0.1 0.0 -0.2
0.1 0.0 0.1
0.1 0.2 0.0
-0.5 -0.4 -0.6
-0.2 0.0 0.5
-0.1 0.0 0.1
0.0 0.2 0.2
0.1 0.0 0.0
0.0 -0.2 -0.2
0.5 0.3 0.1
-0.1 -0.2 -0.1
-0.1 0.1 0.0
0.0 0.0 0.0
0.0 -0.1 0.1
-0.2 -0.2 0.0
-0.1 0.1 0.0
0.0 -0.2 0.1
0.1 0.0 -0.2
0.0 0.0 0.0
0.1 -0.1 -0.2
-0.1 0.1 0.0